C25H43F3NO7 | ωB97M-V/def2-TZVPD

The value obtained for the LUMO energy (alpha / beta) is 0.1324 / -0.6135 eV. The calculation puts the strongest force on any atom at 9.2 eV Å⁻¹. Its spin multiplicity is 2.

Each line ends with the Löwdin charge.
Element x y z (Å)
1 F 8.90 4.34 0.26  0.142
2 F 7.73 3.35 1.81  0.139
3 F 9.87 3.01 1.68  0.141
4 O 9.34 1.16 -0.36  0.143
5 O -3.22 1.14 -3.15  -0.034
6 O -4.96 1.03 -1.51  -0.049
7 O 7.21 2.02 -0.49  0.010
8 O 3.69 -1.93 0.54  -0.299
9 O -4.72 -2.29 1.71  -0.031
10 O -6.24 2.22 -3.17  0.000
11 N -3.74 -1.35 1.70  -0.119
12 C 2.44 -2.52 0.03  -0.233
13 C 0.39 2.14 0.66  -0.202
14 C 2.16 -2.02 -1.51  -0.159
15 C -3.56 1.31 1.43  -0.081
16 C 8.75 3.16 0.93  -0.471
17 C -4.46 0.12 3.60  -0.072
18 C 6.87 0.99 -1.44  -0.208
19 C -0.96 1.71 1.49  -0.159
20 C -2.02 -2.93 0.75  -0.072
21 C 6.49 -0.29 -0.72  -0.071
22 C 2.58 -0.47 -1.82  -0.208
23 C 1.39 0.91 0.25  -0.196
24 C 8.50 1.99 -0.02  -0.323
25 C 1.41 0.59 -1.39  -0.203
26 C -5.84 1.02 -2.69  -0.260
27 C -2.20 1.13 0.56  -0.345
28 C -5.93 0.14 1.43  -0.059
29 C 4.06 -2.50 1.87  -0.096
30 C -2.92 -1.54 0.47  -0.390
31 C -4.34 -0.02 1.93  -0.401
32 C -1.80 -0.39 0.14  -0.072
33 C -3.78 -1.91 -0.91  -0.042
34 C -6.35 -0.41 -3.35  -0.010
35 C -2.42 1.97 -0.85  -0.035
36 C -3.56 1.35 -1.84  -0.198
37 H 1.01 2.84 1.40  0.118
38 H -6.78 -1.04 -2.45  0.089
39 H -1.66 -2.87 1.88  0.100
40 H 7.68 0.83 -2.16  0.127
41 H 3.05 -2.62 2.46  0.100
42 H -1.51 -0.53 -1.01  0.124
43 H 2.50 1.28 0.49  0.120
44 H -6.13 -0.33 0.39  0.064
45 H -3.72 -3.08 -1.10  0.095
46 H -0.83 -0.70 0.76  0.106
47 H 6.00 1.36 -2.00  0.123
48 H 3.63 -0.15 -1.36  0.098
49 H -4.79 1.23 3.89  0.097
50 H 4.79 -1.76 2.40  0.106
51 H 1.25 -0.07 0.90  0.095
52 H -0.74 0.86 2.30  0.139
53 H -1.39 1.90 -1.46  0.125
54 H 7.34 -0.69 -0.16  0.081
55 H -3.43 -0.06 4.13  0.086
56 H -6.29 1.26 1.49  0.102
57 H -4.33 1.99 0.83  0.127
58 H -7.19 -0.25 -4.17  0.108
59 H -5.43 -1.02 -3.77  0.106
60 H -3.29 -1.42 -1.88  0.092
61 H 0.18 2.84 -0.28  0.117
62 H -1.08 -3.00 0.05  0.080
63 H -1.26 2.67 2.14  0.123
64 H 0.37 0.24 -1.80  0.090
65 H 2.80 -2.70 -2.22  0.113
66 H -3.30 1.97 2.39  0.121
67 H -2.71 -3.90 0.69  0.094
68 H 2.71 -0.38 -3.00  0.118
69 H -5.23 -0.67 4.04  0.093
70 H 4.53 -3.56 1.67  0.102
71 H 1.68 1.64 -1.89  0.121
72 H 1.53 -2.32 0.74  0.110
73 H 6.14 -1.04 -1.43  0.086
74 H 2.61 -3.69 -0.01  0.129
75 H 5.69 -0.10 0.01  0.069
76 H -4.92 -1.66 -0.83  0.063
77 H -2.60 3.09 -0.56  0.150
78 H -6.59 -0.47 2.21  0.093
79 H 1.02 -2.17 -1.79  0.119